No. 1
{
  "formula": "C5H9NOS",
  "method": "ωB97M-V/def2-TZVPD",
  "homo_ha": -0.2991,
  "gap_ev": 8.7,
  "charge": 0,
  "lumo_energy_ha": 0.0204,
  "elements": ["C", "C", "C", "C", "C", "N", "O", "S", "H", "H", "H", "H", "H", "H", "H", "H", "H"],
  "positions_angstrom": [[-1.0281, 0.0495, 0.6930], [-1.6964, 1.8047, -0.7755], [-2.3288, -0.7110, 0.3999], [2.4341, -0.9823, -0.3610], [1.2285, -0.2422, 0.0226], [0.1180, -0.7026, 0.3840], [-0.9991, 1.4231, 0.2122], [1.6463, 1.5133, -0.3775], [-1.1571, 0.1946, 1.7880], [-1.4551, 2.8620, -0.9321], [-2.0941, -1.3528, -0.4079], [-3.3091, -0.2185, 0.3415], [-2.3990, -1.2884, 1.2490], [2.7126, -1.0346, -1.4560], [3.2634, -0.4817, 0.1413], [2.3360, -2.0544, 0.1241], [2.7278, 1.2215, -1.0455]],
  "forces_ev_per_a": [[-2.27, 0.82, 1.53], [-1.24, -0.78, -1.07], [0.57, 0.91, -1.06], [0.92, -3.65, 1.14], [-0.24, 2.12, -1.82], [0.65, -0.24, 0.22], [1.08, 0.45, 0.76], [-1.52, 0.43, 0.76], [1.08, 0.20, -0.45], [0.40, 0.41, 0.22], [-0.52, -0.63, -1.12], [0.84, 0.47, -0.43], [-0.26, -1.84, 1.81], [-0.85, 0.05, 1.19], [0.14, -0.31, -0.03], [0.38, 1.85, -1.32], [0.84, -0.26, -0.33]]
}

No. 2
{
  "formula": "C45H37Cl2N4O6S5Y",
  "method": "ωB97M-V/def2-TZVPD",
  "homo_ha": -0.2677,
  "gap_ev": 5.9,
  "charge": 0,
  "lumo_energy_ha": -0.0493,
  "elements": ["Y", "Cl", "C", "C", "C", "Cl", "C", "C", "C", "C", "N", "C", "C", "O", "H", "H", "H", "H", "O", "N", "O", "C", "C", "C", "C", "C", "C", "N", "C", "C", "N", "C", "C", "C", "C", "H", "H", "H", "H", "H", "H", "H", "C", "C", "C", "C", "C", "C", "C", "C", "C", "C", "O", "O", "H", "H", "H", "H", "H", "H", "H", "H", "H", "H", "H", "C", "S", "C", "C", "S", "S", "C", "S", "S", "H", "H", "H", "C", "C", "C", "C", "C", "C", "C", "O", "C", "C", "C", "H", "H", "H", "H", "H", "H", "H", "H", "H", "H", "H", "H"],
  "positions_angstrom": [[-0.0446, -0.1938, 0.3153], [-0.4819, 3.8321, 3.4640], [0.6538, 2.5285, 3.6874], [1.4035, 2.4940, 4.8813], [2.2563, 1.4689, 5.1235], [3.1675, 1.4444, 6.6107], [2.4097, 0.4210, 4.1758], [3.2789, -0.6817, 4.3447], [3.3415, -1.6387, 3.3798], [2.5248, -1.5207, 2.2407], [1.7071, -0.5139, 2.0320], [1.6531, 0.4715, 2.9934], [0.7447, 1.5459, 2.7316], [0.0529, 1.5423, 1.6160], [1.2902, 3.2896, 5.6073], [3.8818, -0.7509, 5.2412], [3.9934, -2.4974, 3.4720], [2.5184, -2.2871, 1.4837], [-5.1852, 2.0049, -5.4493], [-4.5139, 2.5183, -4.5849], [-4.5017, 3.7055, -4.3234], [-3.5555, 1.6493, -3.8382], [-3.0780, 0.5990, -4.5068], [-2.0469, -0.2091, -3.9301], [-1.4718, -1.2759, -4.6439], [-0.4379, -1.9647, -4.0870], [0.0028, -1.5896, -2.8090], [-0.5304, -0.6042, -2.1112], [-1.5521, 0.0926, -2.6704], [-2.1209, 1.2079, -1.9358], [-1.6330, 1.4483, -0.6912], [-2.1430, 2.4361, 0.0160], [-3.1838, 3.2414, -0.4651], [-3.6794, 3.0233, -1.7147], [-3.1308, 1.9890, -2.5039], [-3.4383, 0.3879, -5.5046], [-1.8548, -1.5274, -5.6268], [0.0370, -2.7990, -4.5871], [0.8149, -2.1258, -2.3384], [-1.7031, 2.5915, 0.9952], [-3.5859, 4.0219, 0.1675], [-4.4776, 3.6359, -2.1027], [-1.7386, 2.0999, 6.3346], [-2.0914, 1.2349, 5.1508], [-1.3794, 0.0670, 4.9056], [-1.6302, -0.7237, 3.7915], [-0.8890, -2.0344, 3.6336], [-2.6241, -0.3187, 2.8943], [-3.3961, 0.8160, 3.1416], [-4.5373, 1.2110, 2.2332], [-3.1084, 1.5819, 4.2686], [-2.8457, -1.0888, 1.6274], [-3.8798, -1.6702, 1.4012], [-1.8171, -1.0413, 0.7979], [-0.8979, 2.7622, 6.0957], [-1.4428, 1.4941, 7.1929], [-2.5769, 2.7309, 6.6354], [-0.6000, -0.2384, 5.6005], [0.0269, -2.0322, 4.2280], [-0.6241, -2.2833, 2.6075], [-1.5105, -2.8617, 3.9879], [-4.3632, 0.9348, 1.1929], [-4.7151, 2.2885, 2.2861], [-5.4544, 0.6985, 2.5324], [-3.6853, 2.4858, 4.4522], [-1.1217, -5.9629, -1.1969], [-0.2589, -5.1945, -2.5838], [1.3062, -4.8666, -1.8616], [1.5695, -4.0329, -0.8373], [0.3756, -3.0872, 0.0140], [3.2721, -3.9503, -0.4441], [3.9086, -5.0567, -1.6064], [5.5055, -5.4100, -1.7563], [2.6510, -5.7529, -2.5442], [-2.0570, -6.3442, -1.6069], [-1.3212, -5.2353, -0.4126], [-0.5382, -6.7952, -0.8059], [-1.7968, 6.3472, -2.8167], [-0.7746, 5.3663, -2.3034], [-0.4081, 4.2657, -3.0726], [0.5008, 3.3256, -2.6198], [0.9832, 2.2559, -3.5696], [1.0368, 3.4891, -1.3309], [1.7302, 2.4211, -0.6159], [1.6011, 1.2226, -0.8097], [0.7651, 4.6484, -0.5757], [1.4061, 4.9114, 0.7735], [-0.1539, 5.5621, -1.0749], [-2.3776, 5.9236, -3.6376], [-1.3128, 7.2570, -3.1802], [-2.4857, 6.6429, -2.0238], [-0.8369, 4.1485, -4.0645], [0.3118, 2.1780, -4.4272], [1.0839, 1.2854, -3.1020], [1.9716, 2.5303, -3.9489], [2.3599, 2.7368, 0.2208], [1.0431, 4.2289, 1.5461], [1.1747, 5.9244, 1.0976], [2.4920, 4.8222, 0.7256], [-0.3988, 6.4401, -0.4845]],
  "forces_ev_per_a": [[1.31, -0.27, -1.14], [0.05, -0.15, 0.11], [-0.05, 0.30, 0.36], [-0.19, 0.28, -0.12], [0.19, -0.24, 0.04], [-0.08, -0.03, -0.15], [0.16, -0.09, 0.17], [-0.01, 0.12, 0.12], [0.00, -0.13, -0.15], [-0.03, 0.03, -0.03], [0.17, 0.34, 0.77], [-0.02, -0.15, -0.21], [-0.26, 0.05, -0.52], [0.21, 0.27, 0.68], [0.01, -0.02, -0.08], [-0.03, 0.01, -0.03], [-0.03, 0.04, 0.00], [0.02, -0.10, -0.03], [-0.08, -0.06, 0.06], [0.45, -0.17, 0.12], [-0.07, 0.07, 0.03], [-0.50, 0.64, 0.14], [0.29, -0.45, -0.23], [-0.21, 0.00, -0.48], [-0.07, -0.03, -0.15], [0.12, -0.09, 0.03], [0.05, 0.04, 0.01], [-0.24, 0.08, -0.25], [0.20, 0.20, 0.40], [0.19, -0.19, 0.28], [-0.08, 0.09, -0.30], [0.07, 0.06, -0.09], [0.07, 0.03, 0.22], [-0.05, -0.02, -0.18], [-0.18, 0.17, -0.11], [0.00, -0.03, 0.02], [0.02, 0.01, 0.05], [-0.03, 0.09, 0.03], [-0.01, -0.01, -0.03], [-0.06, 0.00, -0.01], [0.02, -0.02, -0.03], [0.01, -0.01, 0.00], [-0.04, 0.05, -0.03], [-0.02, 0.03, 0.07], [0.05, -0.07, 0.03], [0.09, -0.09, 0.01], [-0.04, 0.03, 0.07], [0.10, 0.03, 0.13], [0.01, 0.05, 0.01], [0.03, 0.04, 0.07], [0.02, 0.09, 0.02], [0.12, -0.22, -0.23], [-0.07, -0.02, -0.14], [-1.49, -0.52, 0.73], [-0.18, -0.10, 0.04], [-0.01, 0.00, -0.04], [0.02, -0.04, -0.04], [-0.05, 0.03, -0.02], [-0.02, 0.01, 0.00], [-0.03, 0.07, -0.04], [0.00, 0.05, 0.03], [0.05, 0.01, 0.03], [0.00, -0.07, 0.02], [0.03, 0.02, 0.00], [0.04, -0.07, 0.00], [-0.10, -0.13, 0.02], [0.00, 0.02, 0.07], [-0.09, -0.30, -0.28], [-0.13, 0.47, -0.06], [0.19, -0.08, 0.24], [0.13, 0.29, 0.39], [0.08, -0.06, 0.02], [-0.08, 0.04, 0.00], [-0.04, -0.13, -0.21], [-0.01, 0.02, 0.06], [0.01, 0.00, -0.07], [-0.01, 0.03, -0.04], [0.03, -0.06, 0.02], [-0.12, 0.11, -0.04], [0.01, -0.01, -0.13], [0.05, -0.01, -0.21], [-0.10, 0.07, 0.00], [0.01, -0.11, 0.26], [0.11, 0.37, 0.12], [-0.04, -0.41, -0.34], [0.00, 0.06, 0.19], [-0.07, -0.07, -0.16], [0.02, -0.02, 0.04], [0.04, 0.00, 0.06], [0.01, -0.03, 0.01], [0.02, -0.01, -0.01], [0.01, 0.00, 0.07], [0.03, -0.01, 0.05], [-0.05, -0.11, 0.07], [-0.04, 0.02, 0.00], [0.11, 0.04, 0.10], [0.08, 0.08, -0.24], [-0.03, 0.00, 0.00], [0.01, 0.02, -0.02], [0.01, -0.05, -0.04]]
}

No. 3
{
  "formula": "C26H21BCl2F2NORe",
  "method": "ωB97M-V/def2-TZVPD",
  "homo_ha": [-0.3864, -0.3771],
  "gap_ev": [6.5, 6.0],
  "spin_multiplicity": 2,
  "charge": 1,
  "lumo_energy_ha": [-0.1458, -0.1584],
  "s2": 0.765,
  "elements": ["Re", "C", "C", "C", "C", "C", "C", "C", "C", "C", "H", "H", "H", "H", "H", "H", "H", "H", "H", "H", "H", "H", "Cl", "C", "C", "C", "Cl", "C", "C", "C", "C", "N", "C", "C", "O", "H", "H", "H", "H", "F", "B", "F", "C", "C", "C", "C", "C", "C", "C", "C", "H", "H", "H", "H", "H"],
  "positions_angstrom": [[-0.4699, 0.3929, 0.5309], [-3.8379, 0.0059, -0.0052], [-2.7393, -0.5128, 0.8789], [-2.3498, 0.1514, 2.0402], [-1.3509, -0.4005, 2.8849], [-0.9991, 0.2612, 4.1807], [-0.7403, -1.5867, 2.5038], [-1.1574, -2.3266, 1.3760], [-0.5092, -3.6342, 1.0389], [-2.1323, -1.7677, 0.5770], [-4.7883, -0.4519, 0.2758], [-3.6358, -0.2389, -1.0469], [-3.9401, 1.0859, 0.0860], [-2.8391, 1.0809, 2.3013], [-1.5870, -0.1978, 4.9787], [-1.2217, 1.3250, 4.1634], [0.0540, 0.1251, 4.4255], [0.0513, -1.9818, 3.1317], [-1.0094, -4.4543, 1.5576], [0.5371, -3.6462, 1.3441], [-0.5641, -3.8373, -0.0296], [-2.3971, -2.2694, -0.3459], [1.4303, 3.4327, 4.2040], [2.2872, 2.3664, 3.1712], [3.6908, 2.2640, 3.2769], [4.3854, 1.4242, 2.4536], [6.0992, 1.3131, 2.6011], [3.7219, 0.6431, 1.4699], [4.3463, -0.2397, 0.5646], [3.5896, -0.9133, -0.3560], [2.2031, -0.7107, -0.3987], [1.5817, 0.0855, 0.4596], [2.3254, 0.7658, 1.3892], [1.6162, 1.6161, 2.2453], [0.2458, 1.6339, 2.1138], [4.2047, 2.8613, 4.0161], [5.4196, -0.3646, 0.5987], [4.0415, -1.5867, -1.0690], [1.5773, -1.1890, -1.1395], [0.4583, 3.5108, 0.6552], [-0.3942, 2.6371, 1.2015], [-1.5849, 3.1006, 1.6111], [-0.6155, 0.2657, -1.3986], [-0.7098, 0.1828, -2.6198], [-0.8913, 0.0768, -4.0283], [0.1178, -0.4314, -4.8515], [-0.0786, -0.5140, -6.2185], [-1.2807, -0.0927, -6.7719], [-2.2908, 0.4133, -5.9640], [-2.0991, 0.5018, -4.5970], [1.0514, -0.7551, -4.4110], [0.7025, -0.9054, -6.8558], [-1.4296, -0.1568, -7.8417], [-3.2228, 0.7417, -6.4029], [-2.8729, 0.9007, -3.9553]],
  "forces_ev_per_a": [[-0.26, -0.43, 3.18], [-0.04, 0.05, 0.04], [0.12, -0.31, -0.90], [0.28, 0.43, -0.03], [-0.21, -0.03, 0.04], [-0.03, 0.01, 0.05], [0.10, 0.03, -0.07], [0.02, 0.01, -0.14], [0.00, -0.07, 0.00], [0.03, -0.05, -0.15], [0.01, -0.01, 0.01], [0.01, 0.01, 0.00], [0.00, 0.00, 0.00], [0.04, -0.02, 0.12], [-0.01, -0.01, 0.00], [-0.02, 0.00, 0.01], [0.00, -0.01, 0.00], [0.03, 0.00, -0.02], [0.00, 0.00, 0.01], [0.01, 0.00, 0.00], [-0.01, 0.00, 0.00], [-0.15, 0.03, 0.02], [-0.02, -0.02, -0.03], [-0.04, -0.04, -0.03], [-0.04, -0.04, -0.06], [0.05, 0.02, 0.02], [-0.03, 0.01, 0.01], [-0.05, 0.00, 0.03], [0.02, 0.02, -0.01], [-0.11, 0.01, -0.02], [0.12, -0.02, 0.11], [0.10, 0.01, -0.53], [-0.05, 0.01, -0.04], [0.18, 0.10, 0.24], [0.24, 0.40, -0.30], [0.02, -0.01, 0.00], [0.01, -0.01, 0.01], [0.01, 0.00, 0.00], [-0.01, 0.01, -0.01], [0.14, -0.01, -0.06], [-0.23, -0.38, -0.80], [-0.05, -0.02, 0.21], [-0.23, 0.41, -1.07], [0.07, -0.14, 0.27], [-0.08, 0.09, -0.04], [0.00, -0.02, -0.03], [-0.02, 0.01, 0.03], [-0.01, 0.00, -0.06], [0.03, -0.02, 0.03], [0.05, -0.03, -0.04], [0.00, 0.01, 0.01], [0.01, 0.00, 0.00], [0.00, 0.00, 0.00], [-0.01, 0.00, 0.00], [0.00, 0.02, 0.01]]
}

No. 4
{
  "formula": "CH7N2O2Si",
  "method": "ωB97M-V/def2-TZVPD",
  "homo_ha": -0.5225,
  "gap_ev": 10.3,
  "smiles": "O/[NH+]=C/N(O)[SiH3]",
  "charge": 1,
  "lumo_energy_ha": -0.1424,
  "elements": ["O", "N", "C", "N", "O", "Si", "H", "H", "H", "H", "H", "H", "H"],
  "positions_angstrom": [[-2.9086, -0.6824, 0.0457], [-1.7935, 0.1685, 0.0256], [-0.6158, -0.3576, 0.1997], [0.4768, 0.3006, 0.0322], [0.4596, 1.7158, 0.0589], [2.0788, -0.5916, 0.0040], [-3.6096, -0.2739, -0.4367], [-2.0427, 1.0828, -0.3089], [-0.3667, -1.4443, 0.4351], [1.1541, 2.2204, -0.3722], [3.0099, 0.5767, 0.5618], [1.5984, -1.5209, 1.0078], [2.5592, -1.1942, -1.2530]],
  "forces_ev_per_a": [[1.56, -0.93, 1.30], [-1.87, -0.96, -0.10], [-0.41, -0.85, -0.54], [3.49, 1.77, -0.49], [-2.51, -0.63, 0.69], [1.12, 1.86, 1.32], [-0.75, 0.76, -0.74], [0.85, 0.52, 0.14], [-1.42, 1.36, -0.40], [0.79, -0.97, -0.62], [-0.97, -1.50, -0.73], [0.46, -0.67, 0.16], [-0.36, 0.23, 0.00]]
}